(1)
DFT (ωB97M-V with the def2-TZVPD basis set) results for C31H43AsO6P2PdTe4 as an isolated structure.

ORCA input file:
```
! RIJCOSX wB97M-V def2-TZVPD def2/J DEFGRID3
* xyz 2 5
Pd -2.10145 1.48814 -0.68865
C -2.24014 -3.98527 3.29270
C -2.82730 -3.02249 2.28762
C -3.41802 -1.78958 2.94045
O -1.79436 -2.70397 1.28438
P -0.91183 -1.41570 1.17578
O -1.67819 -0.14429 1.02616
C 0.07513 -1.76405 -0.29541
P -0.88300 -1.58127 -1.81723
O -1.24236 -0.15394 -2.02879
O -0.10946 -2.29480 -2.96721
C 0.95294 -1.85712 -3.88448
C 0.59505 -0.55177 -4.55840
C 2.27059 -1.84057 -3.14596
O -2.18947 -2.42986 -1.64690
C -2.43540 -3.87063 -1.86853
C -1.30510 -4.73731 -1.35646
C -2.75737 -4.09506 -3.32817
O 0.00631 -1.32004 2.43957
C 1.26568 -1.96743 2.83372
C 1.30554 -3.43586 2.47487
C 2.42924 -1.17565 2.27642
H -3.03174 -4.36065 3.94045
H -1.50484 -3.47736 3.91913
H -1.77201 -4.83614 2.79803
H -3.58944 -3.52529 1.69008
H -2.66600 -1.25250 3.52101
H -4.20240 -2.11590 3.62412
H -3.84909 -1.10173 2.21559
H 0.51779 -2.75842 -0.25599
H 0.88416 -1.02577 -0.33949
H 0.95686 -2.65911 -4.62306
H 0.54163 0.26368 -3.83759
H -0.36693 -0.62828 -5.06351
H 1.35599 -0.31919 -5.30385
H 2.29643 -1.04661 -2.39805
H 3.07786 -1.65790 -3.85565
H 2.46007 -2.79804 -2.66150
H -3.32548 -4.03762 -1.26105
H -0.39875 -4.59266 -1.94531
H -1.60092 -5.78125 -1.45782
H -1.10529 -4.54649 -0.30315
H -1.87628 -3.93799 -3.94831
H -3.55071 -3.42615 -3.65867
H -3.09750 -5.12110 -3.46683
H 1.24313 -1.86417 3.91795
H 1.30480 -3.59480 1.39543
H 0.47628 -3.98585 2.91706
H 2.23330 -3.85699 2.86148
H 2.55048 -1.33367 1.20320
H 3.35096 -1.49303 2.76371
H 2.29184 -0.11146 2.46502
Te -4.29379 -0.16191 -0.83361
Te -5.96431 1.89819 -1.25089
Te -3.75412 3.14124 -2.23079
Te -2.85553 3.76084 0.36011
C 4.68312 1.23724 -0.85011
C 4.26887 1.61688 0.41929
C 2.94387 1.96032 0.64967
C 2.03314 1.91368 -0.39953
C 2.44491 1.53635 -1.67298
C 3.77341 1.20328 -1.89811
As 0.20506 2.50173 -0.15944
C 0.27267 4.36443 -0.67801
C 0.29674 4.87616 -1.96758
C 0.36813 6.25060 -2.14592
C 0.40930 7.09308 -1.03894
C 0.37966 6.57974 0.24890
C 0.31468 5.20434 0.44387
C 0.25039 4.50907 1.74699
C 0.22951 5.11653 2.99830
C 0.12871 4.33755 4.14159
C 0.03272 2.95254 4.05402
C 0.04060 2.33090 2.81227
C 0.15933 3.11295 1.67184
H 5.71863 0.98021 -1.02533
H 4.98172 1.66029 1.23201
H 2.63258 2.28136 1.63479
H 1.73871 1.52588 -2.49740
H 4.09945 0.92546 -2.89142
H 0.26924 4.21497 -2.82626
H 0.39692 6.66821 -3.14275
H 0.46706 8.16293 -1.18518
H 0.41248 7.25368 1.09427
H 0.29529 6.19269 3.08734
H 0.12009 4.81434 5.11221
H -0.05308 2.36063 4.95518
H -0.05733 1.25459 2.73372
*
```

Summary:
⟨S²⟩ ... 6.04
Gap between HOMO and LUMO (spin up / spin down) ... 6.3 / 5.4 eV
M ... 1265.37 u

(2)
DFT (ωB97M-V with the def2-TZVPD basis set) results for a 5-piece molecular cluster, C6H18O5 overall at a distorted geometry.

ORCA input file:
```
! RIJCOSX wB97M-V def2-TZVPD def2/J DEFGRID3
* xyz 1 2
C -1.94743 -1.65004 -2.47830
C -1.85088 -1.89509 -0.97916
C 1.41166 -1.30987 2.56289
C 0.86829 -0.66564 1.45885
O 1.57545 0.20876 0.78228
C -0.40509 -1.07117 0.91582
C -0.61935 -1.28515 -0.40842
H -2.00745 -2.49000 -3.17284
H -2.83205 -1.04780 -2.68785
H -1.05681 -1.17335 -2.89511
H -1.72843 -2.97575 -0.83125
H -2.69795 -1.62297 -0.35224
H 2.34575 -0.87167 2.89704
H 1.05714 -2.19865 3.05536
H 1.02136 0.99994 0.52214
H -1.08072 -1.43650 1.68385
H 0.17364 -1.09089 -1.11910
H -0.18038 2.62948 0.76023
H -1.25417 1.49491 0.50163
O -0.45021 1.90312 0.19051
H 0.45541 2.88479 -2.76786
H -0.07246 2.13201 -1.61913
O 0.76925 2.32854 -2.04059
H -1.00937 2.42711 2.96529
H -2.45890 2.68402 2.47361
O -1.54044 2.92764 2.33815
H 1.90869 -0.54019 -1.28574
H 3.20848 -1.36839 -1.42848
O 2.27277 -1.35321 -1.64156
*
```

Summary:
⟨S²⟩ ... 0.77
Gap between HOMO and LUMO (spin up / spin down) ... 9.8 / 6.7 eV
M ... 170.21 u
Relative energy (zero: lowest compared OMol25 entry of this formula, charge and spin) ... 0.966 eV

(3)
DFT (ωB97M-V with the def2-TZVPD basis set) results for an isolated ion of composition C10H25N2O and charge +1.

ORCA input file:
```
! RIJCOSX wB97M-V def2-TZVPD def2/J DEFGRID3
* xyz 1 1
C 3.22951 -1.34775 1.34546
C 2.58084 -0.66136 0.15220
C 1.35339 -1.41439 -0.35842
C 0.71501 -0.81140 -1.60964
C 0.22060 0.62331 -1.47574
N -0.64682 0.82222 -0.26659
C -2.00071 0.15707 -0.36886
C -2.33073 -0.75416 0.81781
C -2.99720 -2.03681 0.34104
N -2.10897 -2.76912 -0.56144
O -0.86454 2.19624 -0.05291
C 0.18653 2.82728 0.74116
C 0.40094 4.21626 0.20406
H 3.59114 -2.34196 1.07649
H 2.51997 -1.46931 2.16808
H 4.07911 -0.77740 1.72018
H 3.30026 -0.56928 -0.66772
H 2.31647 0.36731 0.42876
H 1.64516 -2.44069 -0.59563
H 0.62392 -1.51475 0.45876
H 1.46427 -0.78923 -2.40545
H -0.09957 -1.44238 -1.97185
H -0.40528 0.91640 -2.31758
H 1.03054 1.34580 -1.38044
H -0.16499 0.45408 0.56026
H -2.01040 -0.38952 -1.31037
H -2.69227 0.99357 -0.43457
H -3.00952 -0.23308 1.49409
H -1.43460 -0.99227 1.40356
H -3.31635 -2.62521 1.20675
H -3.90649 -1.76458 -0.20429
H -1.17594 -2.81557 -0.16191
H -2.40557 -3.73281 -0.66456
H 1.09330 2.21982 0.67043
H -0.15175 2.83088 1.77947
H 0.84842 4.20305 -0.78936
H 1.06676 4.76268 0.87352
H -0.54442 4.75707 0.15526
*
```

Summary:
Gap between HOMO and LUMO ... 10.5 eV
M ... 189.32 u
SMILES string ... CCCCC[N@H+](CCCN)OCC
Relative energy (zero: lowest compared OMol25 entry of this formula, charge and spin) ... 0.000 eV

(4)
DFT (ωB97M-V with the def2-TZVPD basis set) results for a 3-piece molecular cluster, C2H10O3 overall at a distorted geometry.

ORCA input file:
```
! RIJCOSX wB97M-V def2-TZVPD def2/J DEFGRID3
* xyz 0 1
C 0.08822 1.46609 -0.71413
O -0.77886 0.87756 0.26855
C -0.47666 1.45181 -2.11503
H 0.37037 2.43949 -0.31090
H 0.96700 0.81937 -0.70671
H -1.58366 1.39094 0.34845
H -0.09566 2.22499 -2.78537
H -0.35653 0.48284 -2.59632
H -1.55363 1.67024 -2.10736
H -0.01470 -2.73329 -1.40929
H -0.56942 -1.59561 -0.66644
O -0.27887 -2.50438 -0.50186
H 1.68044 -1.29809 2.17733
H 0.53880 -0.51282 2.81800
O 1.39852 -0.90033 3.00601
*
```

Summary:
Gap between HOMO and LUMO ... 11.5 eV
M ... 82.10 u
SMILES string ... CCO.O.O
Relative energy (zero: lowest compared OMol25 entry of this formula, charge and spin) ... 0.320 eV

(5)
DFT (ωB97M-V with the def2-TZVPD basis set) results for an isolated molecule of C4H6N2O at a distorted geometry.

ORCA input file:
```
! RIJCOSX wB97M-V def2-TZVPD def2/J DEFGRID3
* xyz 0 1
N -2.27637 0.51321 -0.91973
C -2.06622 -0.00153 0.21160
O -0.87266 -0.46648 0.61894
C 0.23543 -0.28824 -0.25748
C 1.45360 -0.06390 0.63274
C 2.64163 0.12441 -0.19808
N 3.56309 0.25797 -0.88262
H -3.24124 0.83759 -0.98496
H -2.78890 -0.14808 1.01817
H 0.05264 0.54632 -0.93701
H 0.37354 -1.18338 -0.87003
H 1.31745 0.80225 1.28717
H 1.60800 -0.93016 1.28129
*
```

Summary:
Gap between HOMO and LUMO ... 11.4 eV
M ... 98.10 u
SMILES string ... [H]/N=C/OCCC#N
Relative energy (zero: lowest compared OMol25 entry of this formula, charge and spin) ... 1.349 eV

What is the formula in the second record? C6H18O5